[1]
DFT (ωB97M-V/def2-TZVPD) results for C79H210Br6N15O11 as an isolated structure at a distorted geometry.

Cartesian coordinates (Å):
1 C 26.731 13.704 13.022
2 C 27.993 14.395 12.637
3 C 28.847 14.936 13.794
4 O 29.894 15.751 13.321
5 C 29.526 17.123 12.992
6 N 29.017 13.491 11.901
7 H 28.779 13.117 10.951
8 H 29.805 14.161 11.811
9 H 29.360 12.831 12.599
10 H 26.942 12.837 13.639
11 H 26.236 13.326 12.135
12 H 26.091 14.438 13.491
13 H 27.791 15.147 11.934
14 H 29.316 14.154 14.376
15 H 28.242 15.482 14.508
16 H 28.979 17.150 12.045
17 H 30.412 17.698 12.802
18 H 28.947 17.497 13.842
19 C 11.508 17.396 12.890
20 C 12.678 18.361 12.763
21 C 12.316 19.810 12.664
22 O 12.020 20.217 13.954
23 C 11.076 21.217 14.081
24 N 13.493 18.248 14.045
25 H 13.489 17.352 14.507
26 H 14.427 18.629 13.997
27 H 13.032 18.934 14.662
28 H 11.871 16.411 13.113
29 H 10.947 17.415 11.948
30 H 10.813 17.690 13.706
31 H 13.294 17.963 11.941
32 H 11.492 19.978 11.925
33 H 13.142 20.467 12.318
34 H 11.465 22.153 13.710
35 H 10.871 21.327 15.136
36 H 10.108 21.022 13.582
37 C 22.809 26.954 18.149
38 C 21.875 26.800 19.366
39 C 20.785 27.823 19.317
40 O 20.119 27.888 18.047
41 C 18.918 28.553 18.206
42 N 21.233 25.409 19.379
43 H 20.771 25.206 20.259
44 H 20.573 25.287 18.652
45 H 21.988 24.685 19.252
46 H 23.726 27.402 18.491
47 H 22.286 27.471 17.360
48 H 23.082 25.947 17.769
49 H 22.381 26.760 20.320
50 H 21.273 28.708 19.678
51 H 19.993 27.584 20.066
52 H 18.466 28.670 17.246
53 H 19.056 29.535 18.638
54 H 18.192 27.961 18.752
55 C 17.637 24.697 26.386
56 C 17.294 25.256 24.949
57 C 17.842 24.405 23.790
58 O 17.149 23.096 23.692
59 C 17.820 22.145 22.897
60 N 15.739 25.231 24.750
61 H 15.263 25.479 25.620
62 H 15.487 25.896 24.017
63 H 15.469 24.320 24.387
64 H 17.449 23.648 26.516
65 H 17.100 25.246 27.167
66 H 18.687 24.965 26.633
67 H 17.605 26.280 24.831
68 H 18.906 24.158 23.978
69 H 17.836 25.003 22.869
70 H 17.335 21.196 23.058
71 H 18.889 22.117 23.217
72 H 17.836 22.290 21.801
73 C 10.010 28.355 8.724
74 C 11.496 28.672 8.986
75 C 12.398 27.465 9.066
76 O 13.568 27.973 9.641
77 C 14.629 27.205 10.078
78 N 12.023 29.552 7.796
79 H 12.293 28.851 7.058
80 H 11.345 30.243 7.421
81 H 12.884 29.991 8.117
82 H 9.778 27.968 7.750
83 H 9.428 29.283 8.813
84 H 9.699 27.656 9.487
85 H 11.541 29.164 9.968
86 H 12.570 27.008 8.067
87 H 11.866 26.689 9.654
88 H 14.365 26.265 10.592
89 H 15.149 27.832 10.798
90 H 15.323 26.999 9.250
91 C 18.133 14.973 18.306
92 C 17.231 16.222 18.164
93 C 16.306 16.400 19.412
94 O 15.386 15.364 19.424
95 C 14.649 15.193 20.670
96 N 18.133 17.418 18.028
97 H 17.622 18.169 17.638
98 H 18.547 17.677 18.990
99 H 18.930 17.268 17.361
100 H 18.999 15.113 19.005
101 H 18.438 14.652 17.306
102 H 17.508 14.146 18.664
103 H 16.622 16.078 17.261
104 H 15.806 17.402 19.333
105 H 16.914 16.432 20.316
106 H 14.162 16.146 20.973
107 H 15.377 14.966 21.475
108 H 13.903 14.400 20.558
109 C 12.807 23.369 18.229
110 C 13.774 22.777 17.194
111 C 14.213 23.778 16.081
112 O 14.986 23.077 15.194
113 C 15.360 23.870 14.099
114 N 15.092 22.405 17.777
115 H 15.564 21.690 17.180
116 H 15.729 23.215 17.824
117 H 15.042 21.992 18.681
118 H 11.954 23.946 17.819
119 H 13.434 23.975 18.881
120 H 12.417 22.607 18.883
121 H 13.403 21.935 16.662
122 H 14.703 24.640 16.582
123 H 13.213 24.161 15.693
124 H 15.960 23.204 13.494
125 H 15.907 24.794 14.476
126 H 14.514 24.139 13.480
127 C 19.228 26.635 12.918
128 C 20.175 27.253 13.898
129 C 19.818 28.723 14.044
130 O 20.576 29.216 15.145
131 C 20.194 30.451 15.601
132 N 20.093 26.631 15.273
133 H 20.323 27.420 15.962
134 H 19.231 26.176 15.617
135 H 20.824 25.888 15.341
136 H 19.453 25.609 12.742
137 H 19.294 27.203 11.956
138 H 18.204 26.563 13.294
139 H 21.191 27.039 13.520
140 H 18.716 28.806 14.205
141 H 20.102 29.204 13.102
142 H 19.189 30.516 15.992
143 H 20.380 31.219 14.885
144 H 20.846 30.680 16.501
145 C 20.467 18.128 12.513
146 C 19.556 19.292 12.831
147 C 19.130 19.332 14.298
148 N 19.183 20.688 14.943
149 C 18.064 21.534 14.472
150 C 20.502 21.368 14.727
151 C 21.003 21.742 16.104
152 C 20.458 20.619 16.945
153 C 19.025 20.526 16.392
154 H 19.808 17.361 12.156
155 H 21.082 17.765 13.361
156 H 21.040 18.395 11.645
157 H 18.689 19.201 12.211
158 H 19.899 20.274 12.530
159 H 19.746 18.666 14.891
160 H 18.077 18.945 14.502
161 H 17.167 21.239 14.946
162 H 18.009 21.577 13.403
163 H 18.362 22.526 14.751
164 H 20.392 22.172 14.039
165 H 21.192 20.627 14.363
166 H 20.589 22.674 16.512
167 H 22.060 21.884 16.011
168 H 20.398 20.809 18.026
169 H 20.938 19.638 16.857
170 H 18.504 21.386 16.764
171 H 18.508 19.613 16.633
172 C 24.951 12.934 21.700
173 C 24.565 14.426 21.718
174 C 23.107 14.587 21.391
175 N 22.530 15.959 21.471
176 C 21.204 15.933 20.672
177 C 23.390 16.999 20.897
178 C 22.734 18.322 21.462
179 C 21.850 17.920 22.653
180 C 22.179 16.463 22.825
181 H 26.031 12.841 21.845
182 H 24.816 12.494 20.699
183 H 24.424 12.395 22.479
184 H 25.177 14.937 20.956
185 H 24.757 14.956 22.653
186 H 22.500 13.942 22.032
187 H 22.891 14.259 20.374
188 H 20.834 16.950 20.541
189 H 20.567 15.256 21.216
190 H 21.469 15.561 19.659
191 H 23.341 16.918 19.813
192 H 24.432 16.855 21.180
193 H 22.135 18.876 20.751
194 H 23.464 19.100 21.683
195 H 20.782 18.110 22.432
196 H 22.018 18.421 23.647
197 H 21.344 15.890 23.254
198 H 23.076 16.316 23.440
199 C 24.734 20.818 14.704
200 C 24.868 22.122 13.947
201 C 25.545 21.875 12.614
202 N 25.356 23.052 11.646
203 C 25.810 24.325 12.276
204 C 23.974 23.184 11.058
205 C 24.162 23.832 9.673
206 C 25.537 23.292 9.206
207 C 26.202 22.775 10.434
208 H 25.595 20.152 14.791
209 H 23.913 20.251 14.275
210 H 24.426 21.025 15.738
211 H 25.421 22.933 14.527
212 H 23.879 22.563 13.708
213 H 25.052 20.979 12.169
214 H 26.629 21.696 12.680
215 H 25.830 25.060 11.482
216 H 26.831 24.236 12.643
217 H 25.163 24.605 13.114
218 H 23.276 23.691 11.712
219 H 23.563 22.197 10.974
220 H 24.190 24.919 9.767
221 H 23.290 23.588 9.043
222 H 26.151 24.065 8.763
223 H 25.367 22.558 8.411
224 H 27.166 23.200 10.721
225 H 26.317 21.687 10.452
226 C 26.113 25.641 16.670
227 C 26.802 26.891 17.167
228 C 26.993 26.941 18.681
229 N 28.289 27.472 19.077
230 C 28.422 28.908 18.674
231 C 29.543 26.765 18.481
232 C 30.670 27.136 19.467
233 C 29.990 27.463 20.805
234 C 28.483 27.339 20.522
235 H 25.914 25.687 15.611
236 H 25.124 25.360 17.046
237 H 26.826 24.815 16.865
238 H 26.220 27.771 16.825
239 H 27.788 27.073 16.772
240 H 26.887 25.923 19.101
241 H 26.312 27.643 19.124
242 H 27.588 29.418 19.140
243 H 28.279 29.033 17.613
244 H 29.351 29.294 19.087
245 H 29.910 27.118 17.549
246 H 29.355 25.684 18.599
247 H 31.260 27.924 19.050
248 H 31.359 26.268 19.553
249 H 30.215 28.459 21.222
250 H 30.240 26.756 21.596
251 H 27.950 28.104 21.020
252 H 28.086 26.349 20.697
253 C 30.336 21.480 20.510
254 N 29.162 20.779 20.999
255 C 27.983 21.673 20.825
256 C 29.002 19.648 20.039
257 C 29.395 20.241 22.411
258 C 30.690 19.597 22.757
259 O 30.932 18.450 21.905
260 H 30.530 22.306 21.185
261 H 30.200 21.870 19.520
262 H 31.157 20.814 20.370
263 H 27.087 21.065 20.656
264 H 28.053 22.281 19.904
265 H 27.852 22.388 21.641
266 H 28.845 20.058 19.046
267 H 28.146 19.085 20.400
268 H 29.785 18.931 20.101
269 H 28.561 19.540 22.521
270 H 29.179 21.068 23.081
271 H 30.621 19.344 23.819
272 H 31.516 20.298 22.677
273 H 31.539 17.854 22.332
274 C 25.957 21.271 27.496
275 N 24.628 21.892 27.272
276 C 23.742 20.895 26.491
277 C 23.916 22.220 28.545
278 C 24.851 23.196 26.567
279 C 25.505 23.170 25.199
280 O 24.679 22.505 24.237
281 H 25.862 20.421 28.188
282 H 26.570 21.965 28.072
283 H 26.357 20.866 26.561
284 H 22.843 21.465 26.301
285 H 23.614 20.089 27.194
286 H 24.293 20.750 25.554
287 H 23.629 21.354 29.112
288 H 23.102 22.924 28.338
289 H 24.715 22.680 29.144
290 H 25.466 23.775 27.248
291 H 23.852 23.660 26.520
292 H 26.512 22.710 25.275
293 H 25.712 24.215 24.918
294 H 24.698 23.085 23.455
295 C 21.319 9.705 16.157
296 N 21.257 11.168 16.343
297 C 19.886 11.505 16.912
298 C 22.453 11.503 17.214
299 C 21.445 11.910 15.040
300 C 21.522 13.385 15.092
301 O 22.786 13.879 15.472
302 H 20.518 9.346 15.488
303 H 21.335 9.126 17.072
304 H 22.275 9.511 15.657
305 H 19.686 10.752 17.657
306 H 19.187 11.389 16.079
307 H 19.803 12.448 17.405
308 H 22.544 10.928 18.157
309 H 22.468 12.565 17.448
310 H 23.355 11.344 16.638
311 H 20.643 11.563 14.400
312 H 22.339 11.473 14.638
313 H 20.759 13.799 15.718
314 H 21.347 13.648 14.061
315 H 22.653 14.773 15.753
316 Br 23.973 23.951 20.763
317 Br 22.329 24.731 14.750
318 Br 20.999 16.649 16.735
319 Br 15.863 19.602 16.427
320 Br 18.352 24.369 17.567
321 Br 19.421 19.488 20.001

Calculated values
Multiplicity: 1
Charge: +9
E_HOMO, eV: -19.87
Max |F|, Eh/bohr: 0.0689

[2]
DFT (ωB97M-V/def2-TZVPD) results for one molecule with the formula C4H7NO at a distorted geometry.

Cartesian coordinates (Å):
1 C 1.497 0.494 -0.243
2 C 0.413 0.396 0.838
3 C -0.942 0.047 0.328
4 O -1.857 -0.354 1.249
5 C -1.193 -0.049 -0.965
6 N -1.051 -0.841 -1.930
7 H 2.416 0.866 0.217
8 H 1.738 -0.462 -0.726
9 H 1.208 1.187 -1.039
10 H 0.353 1.330 1.402
11 H 0.660 -0.401 1.554
12 H -2.663 -0.588 0.763
13 H -0.580 -1.626 -1.448

Calculated values
Multiplicity: 1
Charge: 0
E_HOMO, eV: -8.21
SMILES string: CCC(O)=C=N
Max |F|, Eh/bohr: 0.0206

Number 1: gap between HOMO and LUMO 7.518 eV, energy -550363.669 eV. Number 2: gap between HOMO and LUMO 8.840 eV, energy -7796.460 eV.